ORCA calculation (wB97M-V/def2-TZVPD) on a cluster of 18 separate species, C65H152O43 in total at a distorted geometry.

Element x y z (Å)
1 C -1.997 1.746 3.379
2 O -3.048 1.411 4.299
3 C -2.677 1.078 5.520
4 O -1.645 1.424 6.077
5 O -3.661 0.349 6.091
6 C -3.437 0.088 7.506
7 H -2.420 2.219 2.517
8 H -1.614 0.787 3.094
9 H -1.184 2.307 3.910
10 H -2.897 0.922 7.990
11 H -2.848 -0.809 7.615
12 H -4.476 -0.014 7.823
13 C 0.076 -3.246 -5.394
14 O 1.301 -3.550 -4.712
15 C 1.582 -4.812 -4.428
16 O 2.709 -5.209 -4.401
17 O 0.473 -5.444 -4.048
18 C 0.539 -6.827 -3.657
19 H 0.181 -2.219 -5.655
20 H -0.807 -3.313 -4.733
21 H 0.011 -4.035 -6.224
22 H 1.185 -7.378 -4.368
23 H -0.485 -7.117 -3.673
24 H 0.835 -6.970 -2.627
25 C -3.720 -3.743 -4.311
26 O -3.106 -3.512 -3.065
27 C -2.571 -4.579 -2.491
28 O -2.464 -5.706 -2.935
29 O -2.034 -4.153 -1.352
30 C -1.390 -5.210 -0.631
31 H -3.047 -4.137 -5.081
32 H -3.998 -2.755 -4.690
33 H -4.580 -4.393 -4.219
34 H -0.532 -5.498 -1.148
35 H -2.031 -6.071 -0.465
36 H -1.115 -4.829 0.365
37 C -3.446 -2.925 4.484
38 O -1.927 -3.190 4.342
39 C -1.269 -2.692 5.301
40 O -1.782 -1.880 6.072
41 O 0.050 -3.067 5.251
42 C 0.903 -2.268 6.156
43 H -3.901 -3.462 3.701
44 H -3.666 -1.862 4.490
45 H -3.704 -3.368 5.474
46 H 0.327 -1.599 6.794
47 H 1.584 -1.674 5.589
48 H 1.447 -2.970 6.744
49 C 3.297 -1.268 -6.250
50 O 2.073 -0.728 -5.623
51 C 1.913 0.542 -5.850
52 O 2.710 1.259 -6.447
53 O 0.779 1.028 -5.334
54 C 0.511 2.416 -5.288
55 H 3.456 -0.743 -7.172
56 H 3.267 -2.367 -6.323
57 H 4.135 -1.084 -5.582
58 H -0.409 2.600 -4.727
59 H 0.378 2.757 -6.323
60 H 1.284 2.895 -4.736
61 C -4.243 4.301 4.322
62 O -3.738 5.372 3.581
63 C -3.306 5.194 2.324
64 O -3.243 4.155 1.703
65 O -2.814 6.303 1.844
66 C -2.152 6.309 0.598
67 H -3.585 4.258 5.238
68 H -4.361 3.344 3.818
69 H -5.216 4.674 4.645
70 H -1.338 5.677 0.702
71 H -1.772 7.295 0.342
72 H -2.756 5.969 -0.198
73 C 0.135 -1.578 -2.369
74 O -1.021 -1.012 -1.677
75 C -1.132 -1.080 -0.360
76 O -1.989 -0.498 0.266
77 O -0.188 -1.775 0.155
78 C -0.085 -1.959 1.586
79 H 0.281 -2.647 -2.207
80 H 0.956 -0.972 -2.103
81 H -0.185 -1.421 -3.419
82 H 0.382 -2.877 1.720
83 H -1.054 -2.002 2.044
84 H 0.615 -1.218 1.928
85 C 5.638 -3.032 -2.963
86 O 4.979 -2.102 -2.101
87 C 3.626 -2.413 -1.843
88 C 3.138 -1.484 -0.782
89 O 2.733 -0.197 -1.296
90 C 3.746 0.523 -1.980
91 H 6.721 -2.760 -2.871
92 H 5.209 -3.009 -3.965
93 H 5.518 -4.074 -2.597
94 H 3.441 -3.445 -1.590
95 H 3.114 -2.253 -2.852
96 H 3.882 -1.317 -0.012
97 H 2.206 -1.888 -0.396
98 H 4.651 0.535 -1.360
99 H 3.291 1.470 -2.151
100 H 4.031 0.059 -3.002
101 C -7.895 -1.537 3.563
102 O -6.929 -2.533 3.168
103 C -7.169 -3.125 1.858
104 C -6.048 -4.152 1.553
105 O -4.762 -3.582 1.379
106 C -4.780 -2.595 0.326
107 H -7.727 -0.629 2.933
108 H -7.713 -1.397 4.624
109 H -8.928 -1.882 3.495
110 H -7.294 -2.305 1.176
111 H -8.105 -3.695 1.875
112 H -6.358 -4.751 0.669
113 H -5.946 -4.832 2.345
114 H -5.398 -3.039 -0.468
115 H -3.765 -2.554 -0.030
116 H -5.280 -1.686 0.685
117 C -4.668 -0.040 -3.947
118 O -4.844 0.396 -5.339
119 C -3.696 0.957 -5.930
120 C -2.351 0.144 -5.878
121 O -2.458 -1.175 -6.308
122 C -3.111 -1.388 -7.507
123 H -3.774 -0.555 -3.879
124 H -5.477 -0.772 -3.670
125 H -4.695 0.864 -3.339
126 H -3.426 1.912 -5.445
127 H -3.936 1.194 -6.972
128 H -1.881 0.158 -4.873
129 H -1.746 0.758 -6.552
130 H -3.092 -2.403 -7.749
131 H -2.668 -0.833 -8.368
132 H -4.187 -1.113 -7.491
133 C 1.093 2.592 5.791
134 O 0.937 2.785 4.386
135 C 1.420 3.939 3.731
136 C 1.213 3.684 2.317
137 O 2.357 3.135 1.742
138 C 2.596 1.787 2.163
139 H 2.091 2.563 6.092
140 H 0.648 1.644 6.055
141 H 0.632 3.457 6.260
142 H 2.529 4.107 3.836
143 H 0.876 4.788 4.149
144 H 0.977 4.550 1.702
145 H 0.369 2.943 2.189
146 H 2.693 1.779 3.273
147 H 3.420 1.406 1.598
148 H 1.755 1.133 1.987
149 C 4.062 -2.524 8.102
150 O 4.759 -3.020 6.980
151 C 5.209 -4.374 7.029
152 C 4.356 -5.179 6.097
153 O 2.971 -4.934 6.238
154 C 2.377 -5.691 7.274
155 H 4.144 -1.453 8.119
156 H 4.319 -2.951 9.082
157 H 2.947 -2.672 8.061
158 H 5.087 -4.848 8.022
159 H 6.264 -4.504 6.874
160 H 4.518 -6.255 6.158
161 H 4.551 -4.891 5.089
162 H 1.348 -5.320 7.269
163 H 2.852 -5.616 8.283
164 H 2.459 -6.702 6.970
165 C 2.643 -5.709 0.038
166 O 2.363 -4.711 0.999
167 C 2.813 -5.120 2.306
168 C 1.719 -5.765 3.199
169 O 1.711 -7.227 3.173
170 C 0.895 -7.776 4.146
171 H 2.025 -5.492 -0.883
172 H 2.388 -6.671 0.406
173 H 3.690 -5.630 -0.322
174 H 3.132 -4.201 2.875
175 H 3.603 -5.827 2.317
176 H 0.707 -5.387 2.946
177 H 1.818 -5.390 4.223
178 H 1.335 -7.597 5.076
179 H 0.862 -8.829 3.860
180 H -0.112 -7.500 4.172
181 C 6.412 4.236 -4.459
182 O 5.394 4.885 -5.183
183 C 4.256 4.076 -5.378
184 C 3.236 4.837 -6.156
185 O 2.340 5.585 -5.262
186 C 2.819 6.872 -4.770
187 H 6.925 3.463 -5.045
188 H 5.936 3.791 -3.521
189 H 7.163 5.043 -4.243
190 H 3.837 3.735 -4.477
191 H 4.587 3.140 -5.930
192 H 2.589 4.178 -6.764
193 H 3.692 5.521 -6.875
194 H 2.063 7.289 -4.163
195 H 3.100 7.510 -5.653
196 H 3.707 6.621 -4.199
197 C 5.898 -3.129 0.972
198 O 7.076 -3.580 1.738
199 C 6.814 -3.628 3.135
200 C 6.607 -2.263 3.792
201 O 5.340 -1.797 3.474
202 C 4.932 -0.686 4.186
203 H 4.953 -3.636 1.296
204 H 6.019 -3.461 -0.020
205 H 5.750 -2.087 1.050
206 H 7.693 -4.105 3.523
207 H 5.947 -4.266 3.274
208 H 7.365 -1.613 3.314
209 H 6.743 -2.348 4.865
210 H 4.166 -0.183 3.586
211 H 5.787 0.030 4.251
212 H 4.502 -0.942 5.156
213 C -4.914 1.196 1.563
214 O -5.915 0.927 0.598
215 C -5.515 1.254 -0.698
216 C -5.638 2.742 -0.989
217 O -6.959 3.049 -1.467
218 C -7.225 4.405 -1.444
219 H -3.911 0.810 1.241
220 H -5.165 0.671 2.515
221 H -4.779 2.299 1.744
222 H -6.110 0.678 -1.396
223 H -4.493 0.892 -0.846
224 H -4.856 3.028 -1.750
225 H -5.444 3.303 -0.078
226 H -6.452 4.963 -1.944
227 H -7.291 4.812 -0.400
228 H -8.212 4.601 -1.825
229 C -2.576 8.720 -2.577
230 O -2.238 7.375 -2.764
231 C -1.580 7.159 -4.021
232 C -0.937 5.765 -4.109
233 O -1.819 4.726 -4.412
234 C -2.903 4.516 -3.494
235 H -3.412 8.969 -3.214
236 H -1.715 9.346 -2.747
237 H -2.993 8.923 -1.570
238 H -0.833 7.971 -4.093
239 H -2.246 7.260 -4.886
240 H -0.426 5.537 -3.184
241 H -0.120 5.718 -4.906
242 H -3.397 3.585 -3.774
243 H -3.647 5.330 -3.576
244 H -2.414 4.442 -2.480
245 C 1.150 8.148 -1.257
246 O 1.907 7.155 -1.854
247 C 2.095 6.055 -0.985
248 C 2.687 4.931 -1.710
249 O 1.673 4.209 -2.431
250 C 0.934 3.345 -1.586
251 H 1.708 8.801 -0.579
252 H 0.304 7.687 -0.714
253 H 0.700 8.770 -2.013
254 H 1.164 5.758 -0.471
255 H 2.781 6.396 -0.124
256 H 3.194 4.241 -1.028
257 H 3.378 5.250 -2.519
258 H 1.591 2.769 -0.878
259 H 0.374 2.546 -2.127
260 H 0.294 3.956 -0.956

Force components x, y, z for each atom (eV/Å):
1.13 -0.15 1.25
-0.62 -0.11 -0.17
0.40 0.09 1.09
-1.05 -0.50 -0.63
1.18 0.82 0.00
-0.56 0.61 -0.45
-0.27 0.48 -0.12
0.61 -0.47 -0.51
-0.89 -0.26 -0.70
-0.53 -0.30 -0.30
-0.06 -0.26 0.03
0.38 -0.13 0.64
-0.51 -1.96 -0.07
0.30 0.73 -0.29
-0.15 0.36 1.02
0.28 -0.66 -0.01
-0.06 -0.42 0.12
0.48 0.15 -0.79
0.03 0.50 -0.86
0.45 -0.25 -0.23
-0.36 1.67 0.76
-0.42 0.17 0.58
-0.72 -0.53 -0.40
0.66 0.30 0.20
-0.21 0.62 -1.35
-0.05 -0.23 0.01
1.04 -0.33 -0.28
-0.63 0.91 0.15
-0.13 -0.57 0.62
-0.87 0.61 1.72
0.15 -0.25 0.46
-0.23 -0.19 0.24
-0.18 -0.11 0.06
1.49 -0.58 -0.85
-0.23 0.03 -0.27
-0.10 0.17 -0.51
1.78 -0.56 1.71
-2.98 -1.37 -2.07
0.98 2.65 1.86
1.54 -1.13 -0.03
-0.80 1.29 0.93
-1.03 -0.45 -0.20
-0.29 -0.42 -1.07
0.26 -0.04 -0.17
0.04 0.45 -0.78
-0.27 -0.23 -0.15
0.44 0.22 -0.71
0.40 -0.49 0.31
-0.07 -0.30 1.02
0.42 -1.67 -0.21
0.66 3.44 -0.71
-0.60 -0.64 0.44
-0.35 -2.41 0.69
-0.35 0.14 -0.79
0.08 -0.10 -0.46
-0.80 0.58 -0.12
0.01 0.40 0.08
-0.02 -0.47 -0.20
0.25 0.38 0.41
0.82 0.79 0.04
-0.25 -0.01 1.96
0.82 1.16 -2.03
0.74 -1.50 -0.18
-0.64 -0.09 0.45
-0.53 2.39 0.96
-0.24 0.59 0.06
-0.71 -0.50 -0.96
0.37 0.24 -0.16
-0.13 -0.43 0.18
1.76 -1.40 -0.12
-0.38 0.22 0.52
-0.88 -0.43 -0.81
-2.03 0.12 -0.91
-0.41 -0.22 -0.40
-1.12 1.48 -0.29
-0.25 -0.06 -0.25
2.05 -1.99 1.11
-0.30 1.02 -1.14
-0.12 0.13 0.31
1.11 0.33 0.00
0.63 -0.09 0.53
0.83 -1.82 0.05
-0.41 0.50 0.31
-0.21 0.60 0.56
0.44 0.07 1.17
0.76 -0.83 0.17
0.03 0.78 -2.27
-1.21 0.96 -0.73
0.30 -0.52 0.05
0.33 -1.63 -0.97
-0.98 -0.29 -0.64
0.29 0.18 -0.22
0.01 0.40 -0.04
0.31 -0.59 0.36
-0.16 -0.10 1.27
0.23 -0.26 0.30
0.12 -0.08 0.46
0.00 0.39 -0.22
0.11 1.02 -0.14
-0.49 0.59 1.53
1.00 -0.38 -0.76
-0.55 -0.50 -0.51
0.31 -0.42 1.80
-0.31 1.62 -1.10
-0.46 0.15 -0.27
-0.78 -1.43 0.44
-0.35 -0.40 0.70
0.19 0.50 -0.03
-0.09 -0.15 -0.39
0.18 0.20 -0.82
-0.12 0.05 0.07
0.16 0.41 0.09
-0.08 -0.85 1.33
0.08 0.36 -0.25
0.25 0.77 -0.01
0.70 0.13 -0.29
-2.16 0.88 -1.55
-0.11 -0.93 0.66
0.87 -0.04 0.81
-1.24 1.27 0.04
0.51 -0.77 0.81
-1.06 1.96 -1.18
1.98 -0.88 0.49
0.52 1.05 -0.45
0.06 -0.23 0.36
-0.14 0.02 -0.07
-0.15 -0.20 0.20
-0.33 -0.17 -0.61
0.54 -0.18 -0.07
0.34 -1.75 -0.18
0.01 -0.16 0.53
0.44 0.07 0.26
-1.11 1.09 -1.14
0.22 -1.33 0.19
0.61 0.38 2.37
-1.45 -0.95 -2.13
0.82 -1.06 -0.82
-0.47 0.94 1.17
2.10 0.06 0.29
-0.46 0.14 -0.04
-0.35 -0.17 0.63
-0.82 -0.12 0.41
0.05 0.42 -0.21
-0.02 0.34 0.23
0.46 0.79 0.15
0.60 -0.24 -0.78
0.74 -0.08 -0.03
-0.70 -0.11 -0.42
-1.68 -0.45 0.29
0.78 -0.26 0.46
-1.47 -0.40 1.52
-0.53 -0.24 -0.77
0.47 0.45 0.74
-0.01 1.08 0.13
0.55 0.50 0.06
0.61 0.05 -0.36
0.85 -0.30 -0.39
-0.20 0.69 0.11
0.60 0.41 -0.72
0.40 -0.23 0.21
0.37 0.28 -0.92
0.03 -0.49 0.46
-0.28 0.38 -0.67
-0.37 -1.42 -0.04
-0.15 1.50 -1.88
0.50 -0.49 0.94
-1.83 1.19 1.35
-0.91 -0.10 -0.16
0.59 2.31 -1.35
0.84 -1.75 -1.27
0.41 -0.19 0.98
-0.04 -1.07 0.27
-0.29 -0.35 0.44
-0.17 -0.71 -0.83
1.15 -0.54 -0.54
0.36 -0.21 -0.42
0.52 -0.36 0.14
0.53 -0.07 1.89
0.18 -0.23 0.64
-1.76 1.20 -0.27
-0.12 0.64 0.95
0.06 0.32 0.10
1.45 -1.10 -2.27
-1.51 1.01 0.29
0.09 0.06 -0.72
1.33 -1.86 -2.31
-0.27 -0.11 0.06
1.03 0.44 -0.88
-0.66 -0.92 0.20
-0.64 -0.34 1.61
-0.51 0.85 0.30
0.22 0.10 0.64
0.28 0.11 0.13
-0.75 0.40 0.51
-0.27 -0.29 0.85
0.25 0.67 0.28
0.17 -1.98 1.61
-1.59 0.74 -0.61
-0.05 0.37 -0.78
0.80 -0.72 -1.03
-0.82 -0.81 -0.55
0.22 1.43 -0.31
0.72 0.33 0.27
0.58 -0.04 -1.29
0.02 1.17 0.00
0.41 -0.24 0.56
-0.33 -0.18 0.40
0.00 0.09 0.56
0.15 0.10 0.39
-0.01 -0.10 0.16
-0.58 -0.27 0.41
0.27 0.02 0.23
0.87 0.22 0.61
-0.27 -0.41 0.74
0.31 0.18 -0.23
0.10 -0.05 -0.95
0.68 -1.03 0.20
-0.25 0.70 1.64
-0.75 0.14 0.05
-0.04 0.51 -0.73
-0.26 -0.96 -0.05
-0.47 0.03 -0.12
0.29 0.29 -0.03
-0.72 -0.01 0.47
0.13 0.16 0.15
0.26 0.48 -0.56
0.34 -0.37 -0.40
-0.22 -0.10 -0.68
-0.91 -0.13 0.62
0.19 -0.81 0.01
0.48 0.10 0.10
0.97 0.56 -0.52
-1.08 -0.62 -0.61
1.21 0.51 0.28
-0.11 0.47 -0.72
0.27 0.55 -0.16
0.62 -0.56 -0.21
0.15 -0.49 -0.27
-0.34 0.15 0.19
0.28 0.05 0.63
-1.15 0.35 0.92
0.20 -0.05 0.07
0.38 -0.25 0.41
-1.03 0.09 -0.59
-1.05 0.18 0.60
0.02 -0.69 -0.08
0.99 1.82 2.09
0.11 -1.40 -1.65
0.20 -0.71 -0.05
0.59 -0.91 0.74
0.18 -0.17 0.13
0.22 0.28 0.04
0.01 0.27 -0.49
0.02 0.13 -0.38
-0.67 -0.51 -1.03
0.07 0.07 0.05
-0.23 0.06 0.76
-0.24 0.53 -0.54
0.23 1.04 -0.06
-0.63 -0.22 0.11

maximum force: 3.88 eV/Å
energy above the lowest of the compared OMol25 structures with the same formula, charge and spin: 50.0 kJ/mol
total charge: 0
orbital gap: 9.7 eV
molecular weight: 1621.89 g mol⁻¹
total energy: -5802.54892 a.u.